2 unconnected molecules or ions with the total composition H2NO3S2. Source: the OMol25 dataset; level of theory: ωB97M-V/def2-TZVPD.

Geometry as XYZ:
```
8
Properties=species:S:1:pos:R:3:forces:R:3
N 2.022192 0.069453 0.365926 1.3 1.2 0.7
O -0.598419 -0.839587 -0.433653 -0.4 0.1 0.7
O -2.139151 1.186877 -0.288799 0.6 -1.5 0.1
O -3.100330 -1.069426 -0.691107 0.6 -0.1 0.5
S 2.516195 0.809703 1.767570 0.5 0.3 -0.8
S -1.898875 -0.215690 -0.769980 -0.8 1.5 -1.3
H 1.965401 0.491761 -0.561885 0.2 0.1 0.7
H 1.232986 -0.433092 0.611929 -2.1 -1.6 -0.5
```
Forces are in eV/Å.

Summary:
ΔE to the lowest compared entry with this formula, charge and spin	34.42	kcal/mol
2S+1	1
orbital gap (spin up / spin down)	0.3227 / 0.2071	Eh
lowest unoccupied orbital energy (spin up / spin down)	3.36 / 2.17	eV
total charge	-1
maximum force	0.0515	Eh/bohr


C5H7NO2 in the gas phase. Source: the OMol25 dataset; level of theory: ωB97M-V/def2-TZVPD.

Geometry as XYZ:
```
15
Properties=species:S:1:pos:R:3:forces:R:3
O -3.055787 1.024045 0.180186 -0.8 0.2 0.6
C -2.484486 -0.003975 0.050055 1.9 -2.1 -2.0
O -3.161935 -1.218740 -0.091326 -0.4 1.8 0.6
C -0.949952 -0.002702 -0.173867 -1.0 0.7 2.0
C -0.239490 1.307616 -0.548983 -1.1 -1.8 1.3
C 0.024208 0.748944 0.816480 0.5 -3.0 -5.0
C 0.957121 -0.429679 0.487299 1.5 0.9 1.1
N -0.025175 -1.170282 -0.288954 -1.6 1.2 -2.3
H -2.698860 -2.017147 -0.349967 1.0 0.3 0.1
H -0.855662 2.135767 -0.642991 -1.2 1.4 0.0
H 0.440766 1.182130 -1.328923 1.4 0.0 -1.0
H -0.041729 1.250966 1.674057 -0.8 1.8 3.2
H 1.814764 0.044214 -0.030526 -0.1 -1.0 0.0
H 1.276103 -1.067493 1.298327 0.3 0.2 0.4
H 0.193727 -1.165230 -1.308390 0.2 -0.6 1.0
```
Forces are in eV/Å.

Summary:
ΔE to the lowest compared entry with this formula, charge and spin	56.86	kcal/mol
2S+1	1
orbital gap	0.3876	Eh
lowest unoccupied orbital energy	0.80	eV
total charge	0
maximum force	0.1140	Eh/bohr


A molecular structure, C23H18N6O2RuS3Sb. Source: the OMol25 dataset; level of theory: ωB97M-V/def2-TZVPD.

Geometry as XYZ:
```
54
Properties=species:S:1:pos:R:3:forces:R:3
Ru -0.216977 0.552887 -0.077739 1.1 0.0 -0.1
O 3.736779 -0.784368 -0.289167 -0.1 0.0 0.0
C 2.685743 -0.157853 -0.145583 0.2 0.0 0.1
N 1.552011 -0.256011 -0.851066 0.3 -0.2 -0.5
C 1.468347 -1.142505 -1.953432 0.0 0.1 0.2
C 2.414482 -2.058665 -2.398280 -0.1 0.0 0.0
C 2.105322 -2.858897 -3.499165 0.0 0.0 0.0
C 0.886047 -2.747893 -4.145349 0.0 0.0 0.0
C -0.059456 -1.819151 -3.715907 0.0 -0.1 0.0
C 0.248417 -1.021568 -2.626033 0.0 0.1 0.2
N -0.524831 0.003210 -2.084268 -0.1 -0.1 -0.1
C -1.501334 0.602300 -2.764078 0.0 0.3 -0.1
O -1.977793 0.335907 -3.866679 0.0 -0.1 0.1
C -1.892136 1.863047 -2.058433 0.2 0.0 0.0
C -2.956102 2.637508 -2.495125 0.2 -0.1 0.0
C -3.191925 3.839995 -1.869964 -0.1 0.1 0.0
C -2.331920 4.248449 -0.857826 0.0 0.0 0.0
C -1.312370 3.410557 -0.465930 0.4 -0.1 -0.3
N -1.081636 2.219742 -1.049872 -0.9 0.1 0.2
C 2.643615 0.913574 0.897695 0.0 0.0 -0.1
C 3.584602 0.943682 1.920664 0.0 0.0 -0.1
C 3.545990 1.994989 2.809281 0.0 0.1 0.1
C 2.593085 2.993821 2.628104 0.1 0.0 0.0
C 1.685507 2.864161 1.600063 0.0 0.0 -0.2
N 1.694004 1.831385 0.747205 -0.3 -0.1 0.3
H 3.357750 -2.149022 -1.890222 0.0 0.0 0.0
H 2.836912 -3.580177 -3.841781 0.0 0.0 0.0
H 0.656348 -3.382013 -4.992685 0.0 0.0 0.0
H -1.009172 -1.701499 -4.211899 0.0 0.0 0.0
H -3.552993 2.256014 -3.310402 0.0 0.0 0.0
H -4.027894 4.461767 -2.163909 0.0 0.0 0.0
H -2.463389 5.192754 -0.349000 0.0 0.0 0.0
H -0.643934 3.689230 0.327628 -0.1 0.0 0.1
H 4.310597 0.146161 1.972127 0.0 0.0 0.0
H 4.246846 2.048245 3.632644 0.0 0.0 0.0
H 2.535729 3.848308 3.286985 0.0 0.0 0.0
H 0.914639 3.607204 1.455238 0.0 0.0 0.1
S -3.852214 -0.710135 3.454908 0.0 -0.1 0.1
Sb -3.399198 0.654801 1.670214 -0.1 0.0 0.0
S -1.087313 1.545136 1.872912 -0.2 0.1 0.2
S -2.245502 -0.639640 -0.057627 -0.3 0.0 0.0
N -2.064126 -3.918555 3.282616 -0.1 0.0 0.1
C -1.150518 -3.107512 2.656734 -0.1 -0.1 0.0
C -0.661977 -1.974223 3.309989 0.1 0.0 0.0
C 0.099805 -1.085934 2.605539 0.3 0.0 -0.1
N 0.421714 -1.228253 1.300916 -0.9 0.0 0.2
C 0.060705 -2.397498 0.739514 0.3 0.1 -0.1
C -0.670222 -3.371444 1.374922 0.1 0.0 0.0
H -2.679783 -3.391857 3.894993 0.0 0.0 -0.1
H -2.592055 -4.502098 2.650386 0.0 0.0 0.0
H -0.968112 -1.746091 4.319403 0.0 0.0 0.0
H 0.456318 -0.187077 3.084095 -0.1 0.0 0.0
H 0.353830 -2.531468 -0.293961 -0.1 0.0 0.0
H -0.980287 -4.253447 0.830614 0.0 0.0 0.0
```
Forces are in eV/Å.

Summary:
ΔE to the lowest compared entry with this formula, charge and spin	19.39	kcal/mol
2S+1	1
orbital gap	0.2209	Eh
lowest unoccupied orbital energy	1.91	eV
total charge	-1
maximum force	0.0210	Eh/bohr


2 unconnected molecules or ions with the total composition C2H9NOS. Source: the OMol25 dataset; level of theory: ωB97M-V/def2-TZVPD.

Geometry as XYZ:
```
14
Properties=species:S:1:pos:R:3:forces:R:3
C 0.387152 -2.178536 2.601670 0.2 -0.4 0.1
S -0.016395 -0.536956 2.086900 0.2 -0.3 0.1
H -0.491461 -2.798830 2.441353 0.0 -0.1 0.0
H 0.778008 -2.216171 3.614984 -0.4 0.2 0.2
H 1.221203 -2.598270 2.022309 -0.1 0.2 -0.5
H 0.783328 0.051203 2.991084 0.1 0.4 0.0
N 0.913252 1.727345 -2.271995 -0.2 0.0 -0.5
C -0.254562 1.104452 -2.807496 0.5 -0.4 0.2
O -1.091944 0.455462 -1.831047 -0.1 0.5 0.3
H 0.728515 2.322021 -1.493253 0.2 0.4 0.3
H 1.754068 1.186978 -2.206596 0.0 -0.2 0.2
H 0.057334 0.289075 -3.454191 0.0 0.2 -0.4
H -0.831816 1.862109 -3.339436 -0.2 -0.2 -0.1
H -1.704152 1.134999 -1.521392 -0.1 -0.3 0.0
```
Forces are in eV/Å.

Summary:
ΔE to the lowest compared entry with this formula, charge and spin	18.05	kcal/mol
2S+1	2
orbital gap (spin up / spin down)	0.2835 / 0.0969	Eh
lowest unoccupied orbital energy (spin up / spin down)	-4.45 / -9.44	eV
expectation value of S²	0.75
total charge	+1
maximum force	0.0122	Eh/bohr


CFNO in the gas phase. Source: the OMol25 dataset; level of theory: ωB97M-V/def2-TZVPD.

Geometry as XYZ:
```
4
Properties=species:S:1:pos:R:3:forces:R:3
N -0.588843 -0.275446 1.715798 -1.1 -0.8 2.4
C -0.021621 -0.010734 0.776680 2.3 2.7 -7.4
O 0.441998 0.632333 -0.799595 -0.9 -1.0 5.6
F 0.168466 -0.346152 -1.692883 -0.3 -0.9 -0.6
```
Forces are in eV/Å.

Summary:
ΔE to the lowest compared entry with this formula, charge and spin	47.98	kcal/mol
2S+1	1
orbital gap	0.3898	Eh
lowest unoccupied orbital energy	-2.13	eV
total charge	0
maximum force	0.1593	Eh/bohr


A molecular structure, C2H5OP. Source: the OMol25 dataset; level of theory: ωB97M-V/def2-TZVPD.

Geometry as XYZ:
```
9
Properties=species:S:1:pos:R:3:forces:R:3
C -0.366274 0.906660 0.191635 0.5 -0.1 0.1
C 0.551389 -0.001125 -0.498253 -2.6 -0.7 0.7
O 1.366822 -0.793765 0.222238 0.2 0.3 0.0
P -1.772454 -0.385001 -0.028122 1.6 0.5 -0.9
H -0.114121 1.095784 1.229639 0.0 0.1 0.0
H -0.585334 1.818211 -0.351168 0.0 0.0 0.0
H 0.590887 -0.030469 -1.576200 0.2 0.0 -0.1
H 1.712446 -1.524108 -0.306218 -0.1 0.2 0.0
H -1.383363 -1.086190 1.116449 0.2 -0.3 0.3
```
Forces are in eV/Å.

Summary:
ΔE to the lowest compared entry with this formula, charge and spin	43.61	kcal/mol
2S+1	1
orbital gap	0.2913	Eh
lowest unoccupied orbital energy	0.50	eV
total charge	0
maximum force	0.0545	Eh/bohr


2 unconnected molecules or ions with the total composition C3H10N5. Source: the OMol25 dataset; level of theory: ωB97M-V/def2-TZVPD.

Geometry as XYZ:
```
18
Properties=species:S:1:pos:R:3:forces:R:3
C 0.074018 1.494285 0.904359 -0.3 -0.2 -0.7
C -1.272882 1.130294 1.579008 0.7 -0.5 0.6
C 0.120712 0.316248 -1.351605 -0.2 1.9 1.4
N 0.283924 1.019987 -0.300906 0.6 2.7 3.3
N 0.928125 2.318142 1.640859 -3.2 -3.1 -2.2
N -2.097090 0.507297 0.859805 3.1 1.3 -1.3
N -0.190410 0.833913 -2.519798 -1.9 0.3 -1.2
N 0.528826 -2.439779 -0.100157 -3.2 -1.7 1.8
H -1.352680 1.303991 2.713379 0.0 0.0 -1.6
H 0.343404 -0.674309 -1.158890 0.1 -2.6 -0.6
H 0.484541 2.578463 2.537396 1.6 0.6 -0.9
H 1.688981 2.537544 1.022514 0.9 1.1 1.2
H -2.861977 0.186886 1.326401 -2.9 -0.9 1.7
H 1.446239 -2.214705 0.023911 3.5 0.8 0.1
H -0.760396 0.192670 -3.105877 1.0 0.7 0.2
H -0.519619 1.824424 -2.533772 0.5 -1.2 0.0
H 0.250303 -2.581578 0.932989 0.1 0.0 -2.2
H 0.550355 -3.381277 -0.533054 -0.2 0.7 0.5
```
Forces are in eV/Å.

Summary:
ΔE to the lowest compared entry with this formula, charge and spin	33.28	kcal/mol
2S+1	1
orbital gap	0.3692	Eh
lowest unoccupied orbital energy	-3.88	eV
total charge	+1
maximum force	0.0972	Eh/bohr


C3H5FOS in the gas phase. Source: the OMol25 dataset; level of theory: ωB97M-V/def2-TZVPD.

Geometry as XYZ:
```
11
Properties=species:S:1:pos:R:3:forces:R:3
C 1.424023 -0.526226 0.316844 1.5 1.4 -2.8
C -2.072026 -0.284265 -0.698997 -1.1 -0.9 -1.4
C 0.527859 0.692083 -0.054146 0.0 -3.0 -0.4
O -2.110530 1.074923 -0.259649 -1.0 -0.1 -0.1
F -3.115872 -0.932129 -0.028910 0.1 0.4 -0.4
S -1.084032 0.268347 0.695295 2.4 1.9 2.4
H 1.756798 -0.431735 1.290199 0.7 -0.1 2.2
H 2.376082 -0.456946 -0.350692 -1.6 -0.3 1.1
H 1.117401 1.595848 -0.012817 -0.8 0.6 0.7
H 0.228764 0.475392 -1.056500 0.1 0.5 -1.1
H 0.951530 -1.475292 0.159374 -0.3 -0.4 -0.2
```
Forces are in eV/Å.

Summary:
ΔE to the lowest compared entry with this formula, charge and spin	90.81	kcal/mol
2S+1	1
orbital gap	0.3484	Eh
lowest unoccupied orbital energy	0.31	eV
total charge	0
maximum force	0.0742	Eh/bohr